No. 1
Cl3O12Ti as an isolated structure, computed with the ωB97M-V functional and the def2-TZVPD basis.

```
16
Properties=species:S:1:pos:R:3:forces:R:3:mulliken_spin:R:1
Ti -0.70309 -0.81456 -0.36982 0.6968 0.9129 0.2145 3.123
Cl 1.16879 2.27505 0.59814 4.1653 0.4955 0.4387 0.007
O 2.20609 2.29355 1.62261 -0.7885 0.4425 0.0195 -0.004
O 1.73034 2.86487 -0.58339 0.2191 -1.4879 -0.8758 0.002
O 0.81947 0.84949 0.55566 -1.2765 -0.7364 -1.3371 -0.058
O 0.07069 3.08207 0.88546 -2.9096 0.6486 1.6146 -0.001
Cl 1.46061 0.26126 -3.58306 -0.6959 -1.7575 -0.2905 0.020
O 2.01156 -1.03814 -3.45365 1.5292 -1.4973 1.7728 0.000
O 1.04203 0.32915 -4.89237 -3.5040 0.1674 -4.9096 -0.003
O 0.27669 0.30284 -2.69642 0.7075 0.9004 0.7691 -0.044
O 2.41491 1.29020 -3.56089 1.5351 1.7233 3.1565 -0.001
Cl -2.52668 -2.27746 3.10181 3.3921 -6.2696 -2.2495 0.015
O -1.72068 -3.44804 3.31722 0.5501 -1.6752 -0.3703 0.000
O -3.84231 -2.62108 3.23041 -5.5038 -0.5509 0.2591 -0.002
O -2.12642 -1.44685 4.07993 1.3926 6.3900 3.9518 -0.001
O -2.28201 -1.90234 1.74836 0.4904 2.2941 -2.1637 -0.054
```
Positions in Å, forces in eV/Å.

Values from the calculation:
- net charge = -2
- LUMO (spin up / spin down) (eV) = 4.96 / 4.88
- HOMO (spin up / spin down) (eV) = -1.37 / -4.02
- multiplicity = 4
- E (hartree) = -3132.10170



No. 2
A 3-piece molecular cluster, C6H16O3 overall, computed with the ωB97M-V functional and the def2-TZVPD basis.

```
25
Properties=species:S:1:pos:R:3:forces:R:3:nbo_charge:R:1
C 11.43406 -18.51389 25.75569 0.6052 -0.3392 1.1800 -0.436
C 10.30664 -17.87859 25.03448 0.3394 0.7282 -4.7203 -0.438
C 9.16714 -17.55423 25.89173 0.5007 0.5016 -0.1731 -0.052
O 9.37227 -18.49063 26.87187 -0.7446 -1.0347 3.3174 -0.540
C 10.68973 -19.06878 26.97269 -0.8774 -0.2322 -0.8255 -0.065
H 12.22913 -17.83569 26.06555 -0.1751 0.3440 -0.0620 0.202
H 11.92097 -19.24969 25.11568 -0.1084 -0.2505 0.2811 0.220
H 9.84446 -18.52212 24.28592 0.6080 -0.7182 -0.1368 0.213
H 10.69993 -17.08813 24.39527 -0.2176 0.5190 0.1227 0.208
H 8.19570 -17.79166 25.45811 -0.0011 0.3315 -0.2382 0.181
H 9.21814 -16.49039 26.12358 -0.3003 0.1813 1.0654 0.146
H 10.52696 -20.13798 26.83701 0.1347 -0.1413 0.3400 0.177
H 11.08932 -18.87110 27.96735 0.2171 0.1274 -0.1747 0.182
C 6.80437 -14.74163 26.25900 0.4608 1.7458 1.2933 -0.247
O 6.49842 -15.33083 25.05309 -0.4471 -0.9345 -1.1511 -0.740
H 6.91579 -15.40424 27.11727 -0.0442 -0.4085 -0.2339 0.174
H 7.71777 -14.15714 26.14868 0.3519 -0.2451 0.0275 0.171
H 6.08164 -13.97362 26.53452 -0.3416 -0.0890 0.0842 0.166
H 5.58601 -15.13920 24.82420 0.0340 -0.1495 -0.0352 0.482
C 8.12452 -15.66239 22.31267 1.0010 1.7930 -1.4100 -0.233
O 7.41823 -16.76442 22.63752 -1.2087 -1.9117 1.1064 -0.721
H 8.13700 -15.62661 21.22333 0.2924 0.2706 -0.0867 0.170
H 7.65010 -14.74928 22.67219 0.0187 0.2513 0.0438 0.155
H 9.15057 -15.68755 22.67968 0.3007 0.0600 0.0368 0.144
H 7.24051 -16.65035 23.57400 -0.3984 -0.3993 0.3486 0.480
```
Positions in Å, forces in eV/Å.

Values from the calculation:
- LUMO (eV) = 0.69
- HOMO (eV) = -9.39
- E (hartree) = -463.83663
- structure (SMILES) = C1CCOC1.CO.CO



No. 3
C21H47MnN5O2P2 as an isolated structure, computed with the ωB97M-V functional and the def2-TZVPD basis.

```
78
Properties=species:S:1:pos:R:3:forces:R:3:mulliken_spin:R:1
Mn 0.20223 -0.32278 -0.69296 -2.5485 -3.3330 3.2919 1.136
C 0.83296 -0.59885 -2.31945 4.2698 0.9211 -7.0769 -0.030
O 1.37451 -0.62832 -3.37393 -3.0025 -0.2752 5.3594 0.016
C 0.71902 1.35605 -0.40045 1.8170 7.4656 2.0886 0.001
O 0.90815 2.42302 0.06607 -0.8020 -5.0076 -2.4070 0.014
P -1.88119 0.61225 -1.22586 -1.8264 -0.6196 1.1242 0.217
C -3.01606 1.33296 0.06033 0.2120 1.0099 0.4112 0.072
H -3.84659 1.77708 -0.50735 0.4022 -0.2680 -0.1202 -0.014
C -1.79668 2.08650 -2.41072 -0.9702 2.1146 -3.2249 0.166
H -0.96458 2.65376 -1.96705 0.1779 -0.2429 0.8171 0.031
C -3.04262 -0.61673 -2.01593 -0.0029 0.0176 -1.6522 0.056
H -3.20884 -1.32558 -1.18557 0.2845 0.3061 0.5099 0.066
C 2.55279 -2.70054 0.44591 0.3869 0.2414 -0.8755 0.012
P 2.04748 -0.92103 0.70738 0.0708 -2.5249 2.0771 0.215
H 3.04288 -1.02047 2.89215 -0.2109 -0.0777 -0.3328 0.004
H 1.62242 -3.23856 0.69888 -0.0694 0.1680 0.1030 0.048
C 3.71792 -0.07030 0.45811 3.7091 2.8957 -1.2105 0.206
H 4.46635 -0.82088 0.76427 -0.7489 -0.6449 0.2039 -0.023
C -1.38692 1.63913 -3.81762 -0.0299 -0.9029 0.9875 0.035
H -2.22453 1.16002 -4.34092 0.1833 0.2136 -0.1055 0.012
H -0.52064 0.96491 -3.80849 -0.2429 0.2693 -0.2080 0.005
H -1.10838 2.53683 -4.38837 -0.0437 0.0820 -0.0003 0.054
C -3.03394 2.98484 -2.47367 0.3114 -0.6183 1.1037 0.051
H -2.82997 3.79656 -3.18370 0.0418 -0.0244 -0.2628 0.047
H -3.27564 3.46350 -1.51891 0.1061 -0.0567 -0.2880 0.003
H -3.92602 2.45777 -2.84211 0.1643 0.1874 -0.1796 0.027
C -4.41651 -0.07742 -2.41920 0.0549 0.0663 0.4505 0.009
H -4.93013 0.46382 -1.61809 0.0601 -0.1802 -0.1821 0.000
H -5.05576 -0.93373 -2.67975 0.0902 0.1104 -0.0794 0.022
H -4.36701 0.56042 -3.31013 0.0393 -0.2046 -0.0282 0.020
C -2.38553 -1.38954 -3.16817 0.0262 -0.0613 0.0143 0.008
H -2.68190 -2.44729 -3.09928 0.0360 0.2260 -0.1954 0.015
H -1.28591 -1.34954 -3.14881 -0.3380 -0.1403 -0.0333 0.002
H -2.71742 -1.01221 -4.14464 0.0818 -0.1877 0.2446 0.006
C -3.61645 0.27466 0.99067 0.1621 -0.7481 0.1370 0.051
H -4.40493 -0.28863 0.47919 0.0783 0.0901 0.1215 0.005
H -4.05595 0.77021 1.87082 0.1858 -0.1081 -0.3516 0.004
H -2.85983 -0.44753 1.32861 -0.3351 0.3330 0.1402 -0.005
C -2.37130 2.47486 0.85147 0.1755 0.0870 0.3201 0.010
H -1.59034 2.11197 1.53362 -0.1887 0.0389 -0.1197 0.000
H -3.14817 2.94809 1.47508 0.3299 -0.0978 -0.2491 0.002
H -1.92976 3.25380 0.21504 -0.1533 -0.1014 0.1239 0.000
C 3.66858 -3.22659 1.35295 -0.0571 -0.0015 0.3098 0.015
H 3.52322 -3.00303 2.41058 0.0961 -0.1201 -0.1698 0.000
H 4.65606 -2.85734 1.04787 -0.1420 -0.0756 -0.0675 0.014
H 3.69451 -4.32131 1.25387 0.0557 0.2514 -0.0143 0.006
C 2.90370 -2.97431 -1.01908 -0.1630 -0.2442 -0.1038 0.005
H 3.87303 -2.53210 -1.29166 -0.2174 -0.2929 0.1093 0.003
C 1.45368 0.40617 3.15247 -0.4305 0.3315 0.2782 0.000
H 2.15091 -2.59210 -1.72189 0.1420 -0.1987 0.1216 -0.005
H 2.97134 -4.06485 -1.16016 0.0948 0.3746 -0.0874 0.006
C 1.15507 -2.04498 3.19534 -0.2385 -0.4062 -0.2064 0.053
H 0.35736 0.41987 3.12878 0.1355 -0.0977 -0.0731 0.000
H 1.72595 0.47013 4.21723 0.0122 0.0819 -0.3499 0.000
H 1.78748 1.32186 2.65475 0.0744 -0.1741 0.1549 0.007
C 1.98938 -0.90600 2.58482 -0.3115 0.9422 0.1035 0.067
H 1.07652 -1.87751 4.28118 0.0338 0.0561 -0.3907 -0.006
H 1.59541 -3.03571 3.05423 -0.1500 0.1634 -0.0284 0.004
H 0.15200 -2.00932 2.74690 0.3227 -0.1165 0.4751 -0.002
C 3.89923 1.17578 1.32143 -1.4812 -0.8689 0.5275 0.044
H 3.13496 1.92256 1.06938 0.4324 0.2575 0.0861 0.019
H 4.88344 1.61234 1.10868 0.1631 -0.0321 -0.2879 0.058
H 3.85559 0.96510 2.39269 0.1891 0.1439 -0.2422 0.003
C 3.95108 0.31055 -1.00596 -1.3409 -0.4785 -0.0700 0.051
H 3.82291 -0.51960 -1.70883 0.2499 0.1883 0.1021 0.006
H 4.97597 0.69835 -1.10178 0.0173 -0.1394 0.0723 0.049
H 3.25598 1.10996 -1.29547 0.3658 0.0297 -0.0382 0.000
H -2.05663 0.55528 3.68083 0.2434 0.3405 0.0490 0.000
H -1.61748 1.16811 3.71676 -0.3061 -0.3365 0.0453 0.000
N -2.81023 -3.68426 2.05504 1.3930 0.5047 -0.2143 0.014
N -1.75393 -3.38407 1.20167 -0.9864 2.0557 -2.2533 0.016
N -1.56961 -4.14442 0.10130 0.6608 1.3735 1.0690 -0.003
C -0.88338 -3.32450 -0.68390 -0.1664 -0.5551 -0.5219 0.016
N -0.69021 -2.10320 -0.14565 -0.9447 -0.3246 0.8321 -0.009
N -1.33906 -2.09448 1.06392 0.6491 -2.6539 -0.8466 -0.006
H -2.54311 -3.30296 2.95355 -0.3726 -0.1700 0.5341 0.001
H -2.90957 -4.69154 2.06083 -0.1428 -0.3721 0.1743 0.000
H -0.60886 -3.62352 -1.69855 0.1759 0.1454 0.4746 -0.002
```
Positions in Å, forces in eV/Å.

Values from the calculation:
- net charge = +4
- LUMO (spin up / spin down) (eV) = -14.46 / -17.73
- HOMO (spin up / spin down) (eV) = -21.86 / -21.88
- multiplicity = 4
- E (hartree) = -3084.42471



No. 4
A 2-piece molecular cluster, C25H40Br2N3O2 overall, computed with the ωB97M-V functional and the def2-TZVPD basis.

```
72
Properties=species:S:1:pos:R:3:forces:R:3:mulliken_charge:R:1
C 6.81262 -1.98255 -1.73837 0.1543 0.2824 -0.8251 -1.052
C 6.43895 -0.41874 -1.79341 0.1415 -0.4325 0.2852 -0.292
C 6.07962 0.23007 -0.37178 -0.4728 0.4049 0.1039 -0.595
C 5.01522 -0.60119 0.49518 0.4353 -0.6242 -0.3330 0.026
C 3.75461 -1.09690 -0.36971 0.4754 0.0373 0.5701 -0.543
C 3.05107 0.07400 -1.24497 -0.3029 -1.4708 0.0746 -0.520
C 1.52000 0.15695 -0.77116 -0.3368 0.5941 -1.0178 -0.016
C 0.86818 1.63304 -0.87339 0.9470 -0.7854 1.5636 -1.255
N -0.61609 1.41420 -1.08186 -1.1028 0.4384 -0.1205 0.327
C -1.62963 1.36595 -0.08017 -0.3777 -0.5274 -3.5783 -0.184
N -2.87963 1.09052 -0.73546 4.2132 -0.0042 -2.2809 0.574
C -4.24764 0.89610 -0.16509 -1.3359 -0.0540 0.4521 0.212
C -4.88198 2.34221 0.16053 0.0062 -0.6350 -0.8018 -1.198
C -4.29132 -0.14137 1.07411 -0.6867 -0.5701 -0.2475 -0.591
C -5.52242 -1.19438 0.91749 -0.4036 -0.8281 0.3260 -0.510
C -5.07920 -2.71939 1.24337 0.1384 0.4560 -0.0627 -1.047
C -2.59398 0.96621 -2.17141 2.8725 0.8261 -0.9360 0.581
C -3.59229 0.62102 -3.37375 0.6066 -1.6845 1.2237 -1.028
C -3.46602 -0.99079 -3.60557 -0.3766 -0.1539 -1.6453 0.155
C -4.61989 -1.54688 -4.61529 -0.1733 0.4577 0.9598 -0.993
Br -3.65144 -2.03335 -1.91588 0.3492 0.5280 -0.5833 -0.138
C -1.09131 1.17762 -2.43156 -4.7389 -0.3080 3.8965 -0.568
Br -0.00824 1.11584 -4.06511 -1.3932 0.0959 2.1511 0.009
H 6.58790 -2.41425 -2.78093 0.3919 0.4675 1.5887 0.270
H 7.93371 -2.10732 -1.56674 -1.5676 0.0441 -0.0122 0.319
H 6.22032 -2.58592 -0.97492 0.8608 0.9006 -0.9747 0.267
H 7.34017 0.13190 -2.24199 -1.4015 -0.6829 0.6197 0.391
H 5.56635 -0.29980 -2.52751 1.1402 -0.0012 1.1364 0.094
H 7.00737 0.37848 0.28493 -1.2087 -0.2260 -1.0811 0.413
H 5.63965 1.28092 -0.57207 0.8179 -1.5405 0.3773 0.232
H 4.69966 -0.00874 1.43298 0.5116 -0.8528 -1.6574 -0.412
H 5.54950 -1.55889 0.86539 -0.8956 1.5304 -0.4083 0.374
H 4.09578 -1.97061 -1.03703 -0.5575 1.4816 0.8737 0.273
H 3.00647 -1.55446 0.38300 1.0048 0.7408 -1.2925 0.414
H 3.07646 -0.30749 -2.33711 -0.1925 0.9110 1.6569 0.170
H 3.61412 1.06473 -1.22507 -0.8392 -1.3187 0.2990 0.307
H 0.91344 -0.51009 -1.48525 0.8311 0.8294 1.1949 0.253
H 1.32933 -0.20814 0.29804 0.5088 0.4748 -1.5100 0.248
H 1.33266 2.29777 -1.67265 -1.0320 -1.0501 0.8161 0.388
H 1.07823 2.14279 0.14099 -0.7144 -0.6055 -1.6732 0.105
H -1.44740 1.50375 1.03174 -0.3139 -0.2328 -1.8593 0.302
H -4.88388 0.42160 -0.99359 1.3493 0.7063 1.1302 0.024
H -4.25188 3.11883 -0.39344 -0.8986 -0.8652 1.0985 0.330
H -4.90489 2.47983 1.29051 -0.0798 0.1951 -1.6425 0.330
H -5.92947 2.38650 -0.32461 1.5732 -0.0252 1.1865 0.306
H -3.33406 -0.78450 1.12639 -1.3464 1.3106 -0.0443 0.318
H -4.49016 0.42334 2.04963 0.7325 -0.7145 -1.3517 0.328
H -6.37871 -0.95327 1.64404 1.2892 -0.0569 -1.1427 0.385
H -5.97448 -1.20400 -0.13158 0.7725 0.2953 1.3478 0.291
H -5.74246 -3.48777 0.69595 1.0994 1.3062 0.8274 0.262
H -3.98294 -2.83411 0.91894 -1.6267 -0.1632 0.4621 0.233
H -5.15498 -2.92832 2.36399 0.2136 0.2795 -1.5486 0.331
H -3.23999 1.09381 -4.35736 -0.5552 -0.3745 1.6547 0.380
H -4.69024 0.84800 -3.13922 1.7226 -0.0677 -0.3637 0.414
H -2.43989 -1.26426 -4.04627 -1.4925 0.5719 0.9888 0.396
H -4.17596 -1.94683 -5.58786 -0.7093 0.7333 1.3587 0.276
H -5.34190 -0.66968 -4.76914 0.9823 -1.3544 -0.2500 0.314
H -5.23026 -2.37068 -4.08901 1.1067 1.2530 -1.0007 0.316
C -0.19218 0.45297 4.95743 -0.0298 -0.0320 0.0155 -0.536
C -0.09320 1.25678 3.82538 0.3046 -0.1599 0.0752 -0.645
C 1.15562 1.56132 3.29365 -0.0903 -0.0189 -0.0822 0.051
C 2.30054 1.05091 3.90266 -0.7251 -0.2007 0.3051 -0.115
C 2.20849 0.25217 5.04041 0.0642 -0.0342 0.0242 -0.375
C 0.95527 -0.04502 5.56666 -0.0559 0.1615 -0.2292 -0.515
N 3.61722 1.34799 3.33265 0.6801 0.2898 -0.2439 0.935
O 3.66056 2.07143 2.34059 -0.1448 -0.4840 0.5847 -0.556
O 4.59519 0.85739 3.87349 -0.6215 0.2782 -0.3408 -0.560
H -1.16899 0.21288 5.36647 0.1260 0.0395 -0.0320 0.395
H -0.99200 1.64415 3.35559 0.0835 0.0331 0.1018 0.510
H 1.21927 2.18894 2.41156 0.2458 -0.0518 0.1726 0.547
H 3.09492 -0.14477 5.52306 -0.0101 0.1532 -0.2203 0.473
H 0.87252 -0.66843 6.45049 0.0577 0.0841 -0.1095 0.390
```
Positions in Å, forces in eV/Å.

Values from the calculation:
- net charge = +1
- LUMO (eV) = -2.93
- HOMO (eV) = -12.41
- E (hartree) = -6438.87552



Q: The lowest E belongs to which entry?
A: C25H40Br2N3O2